Formula: C4H7NO
Source: OMol25
Level of theory: ωB97M-V/def2-TZVPD

The multiplicity is 1. The orbital gap comes out at 10.53 eV. The calculation puts the LUMO energy at 0.8 eV. Its total energy is -286.5726 Ha.

Last columns: bonded neighbours and bond lengths (Å).
CARTESIAN COORDINATES (ANGSTROEM)
1 C -1.578 -0.352 0.431  C2 1.501, H7 1.098, H8 1.091, H9 1.092
2 C -0.291 -0.144 -0.312  C1 1.501, C3 1.537, N6 1.488, H10 1.104
3 C 0.634 1.071 -0.139  C2 1.537, C4 1.532, H11 1.095, H12 1.087
4 C 1.710 0.055 0.258  C3 1.532, O5 1.198, N6 1.441
5 O 2.857 0.113 0.599  C4 1.198
6 N 0.813 -1.059 0.086  C2 1.488, C4 1.441, H13 1.010
7 H -1.849 -1.415 0.385  C1 1.098
8 H -1.508 -0.063 1.481  C1 1.091
9 H -2.355 0.229 -0.071  C1 1.092
10 H -0.497 -0.348 -1.377  C2 1.104
11 H 0.879 1.550 -1.093  C3 1.095
12 H 0.350 1.821 0.595  C3 1.087
13 H 0.835 -1.458 -0.842  N6 1.010